No. 1
C11H15NOS | ωB97M-V/def2-TZVPD

XYZ file:
```
29
Properties=species:S:1:pos:R:3:lowdin_spin:R:1
S -2.38241 -0.58664 0.11299 -0.01
O -3.37814 -1.71346 -0.90357 0.00
N -2.42001 0.76906 -0.57882 -0.01
C 0.10538 3.21401 1.24046 0.00
C 1.63327 -2.59700 -0.35110 0.06
C 1.29862 -1.90932 0.76919 0.41
C 0.12928 -1.14501 0.72559 0.45
C 0.74912 -2.83446 -1.40946 0.49
C -0.58093 -2.29359 -1.29931 0.45
C 2.10357 2.10402 2.72272 0.00
C -0.81736 -1.42735 -0.23835 0.05
C -2.01975 0.93568 -1.95400 0.00
C 3.36585 2.11204 1.76221 0.00
C 0.94305 2.62965 1.93674 0.00
H -4.24260 -1.91183 -0.53163 0.00
H -0.68277 3.56170 0.59462 0.00
H -1.63295 0.03908 -2.43725 0.00
H 4.07580 1.59078 2.45185 0.00
H 1.86875 -1.96330 1.75193 0.02
H 2.70934 -3.09872 -0.45613 0.00
H -2.91170 1.26664 -2.39988 0.00
H 0.03022 -0.52024 1.67311 0.02
H 3.05332 1.46403 0.84470 0.00
H 2.13893 2.67715 3.58898 0.00
H -1.18993 1.73615 -2.02006 0.00
H 1.07460 -3.33123 -2.27171 0.03
H 3.66576 3.08075 1.36770 0.00
H -1.33765 -2.51420 -2.02507 0.02
H 1.86662 1.08076 3.04635 0.00
```

Calculated total energy = -26013.648 eV
⟨S²⟩ = 2.057
2S+1 = 3
Charge = 0
Frontier orbital gap (spin up / spin down) = 6.07 / 5.94 eV

---

No. 2
C3H6N4S | ωB97M-V/def2-TZVPD

XYZ file:
```
14
Properties=species:S:1:pos:R:3:lowdin_spin:R:1
S 1.57644 -0.88600 -1.05853 0.22
N -1.90983 0.14986 -0.36798 0.32
N -2.54923 -0.86918 0.01644 -0.01
N -0.57796 -2.17900 0.18408 0.24
N -2.67834 1.07115 -0.91764 0.20
C 0.27640 -1.36614 -0.15221 0.58
C 2.57710 -0.29585 0.33101 0.05
C -1.90562 -1.99024 0.37771 0.34
H 3.29425 0.45397 0.01086 0.00
H -2.22463 1.81922 -1.34359 0.01
H -2.31365 -2.69381 0.92608 0.02
H 1.71573 0.28090 0.78204 0.01
H -3.67437 1.06514 -0.90165 0.01
H 3.03633 -1.02405 0.89400 0.00
```

Calculated total energy = -19997.795 eV
⟨S²⟩ = 2.039
2S+1 = 3
Charge = 0
Frontier orbital gap (spin up / spin down) = 6.18 / 8.22 eV

---

No. 3
C34H42N3O2 | ωB97M-V/def2-TZVPD

XYZ file:
```
81
Properties=species:S:1:pos:R:3:mulliken_charge:R:1
O 6.36161 1.43937 0.38516 -0.41
O -5.63539 3.62444 1.39058 -0.68
N -2.40901 2.23249 0.99580 0.63
N -3.44412 4.24608 0.98409 0.26
N 2.41030 -2.68297 -1.67184 -0.08
C 2.74032 2.08343 0.36067 -0.68
C -6.39128 0.18616 1.38226 -0.26
C 5.13612 -6.83075 -0.09315 -0.52
C -3.83288 1.94843 1.18758 0.02
C -4.45337 3.35016 1.20010 0.31
C -1.49261 1.24737 0.87133 0.17
C 3.16851 -0.29310 0.60561 0.12
C 2.22610 0.76113 0.46847 0.28
C -6.75820 1.13672 -0.81787 -0.39
C 0.45347 -3.83399 -2.25286 -0.71
C 3.33371 -5.20755 -0.00808 0.34
C 1.90966 -4.81068 -0.33447 -1.03
C 4.20009 -4.27469 0.57025 0.05
C 4.52434 -0.05799 0.63757 -0.65
C 3.80653 -6.48455 -0.34664 -0.55
C -3.70966 5.66386 0.91690 -0.96
C 0.82373 0.48908 0.47556 -0.66
C 0.67143 -2.72605 -3.29769 -0.45
C 6.87193 2.77631 0.16651 -0.84
C -1.21046 4.18729 1.98631 -1.50
C 5.54217 -4.60099 0.78678 -0.63
C -5.89150 0.78237 0.22139 0.47
C -4.41043 1.04826 0.08631 -0.66
C 5.01699 1.27123 0.48442 0.98
C -0.13336 1.47906 0.68475 0.24
C -8.13823 1.04361 -0.63432 -0.56
C 4.09882 2.34720 0.38684 -0.81
C -2.11036 3.67355 0.85060 0.02
C 2.10573 -2.19755 -3.03440 -0.75
C -7.77310 0.06917 1.56013 -0.66
C -8.64929 0.54557 0.57369 -0.46
C 6.00756 -5.88679 0.46931 -0.48
C -1.53808 3.99203 -0.53785 -1.49
C 1.86413 -4.03149 -1.65011 0.06
H -4.02160 1.48207 2.17538 0.27
H -1.28002 5.05690 -0.58868 0.46
H 2.43503 -4.64361 -2.39492 0.23
H 3.40113 -2.62341 -1.43989 0.22
H -1.86761 0.21939 0.94824 0.54
H 0.49356 -0.54629 0.37970 0.48
H 3.81038 -3.28866 0.84496 0.30
H -9.72842 0.50554 0.73672 0.38
H -0.29703 3.60053 2.10801 0.38
H -4.21831 1.54644 -0.87561 0.35
H 7.95191 2.64621 0.10060 0.24
H -8.81089 1.37324 -1.43034 0.37
H -5.68740 -0.15925 2.14529 0.35
H -6.33080 1.52127 -1.74770 0.32
H 2.19366 -1.10779 -3.10239 0.36
H -0.92169 5.22655 1.78412 0.46
H -0.05722 -1.91113 -3.19042 0.23
H 2.78509 -1.30823 0.70092 0.15
H 1.44338 -4.22836 0.48050 0.31
H 1.30789 -5.72237 -0.48120 0.41
H -4.78535 5.82334 1.01869 0.38
H 6.21381 -3.84363 1.19876 0.39
H 3.11904 -7.19827 -0.81074 0.34
H -1.76037 4.14066 2.93579 0.39
H -0.64009 3.40760 -0.75406 0.43
H 0.58710 -3.12461 -4.31520 0.30
H 5.24122 -0.87341 0.73976 0.51
H -8.15877 -0.37913 2.47947 0.37
H 6.61673 3.43111 1.01141 0.36
H -2.28480 3.75745 -1.31028 0.34
H -3.19217 6.20345 1.71877 0.30
H 4.44936 3.37975 0.28998 0.38
H -3.84641 0.10249 0.08456 0.41
H -3.37612 6.08174 -0.04022 0.31
H 2.79323 -2.64752 -3.78723 0.33
H 0.07621 -4.77345 -2.67081 0.36
H 7.04798 -6.15130 0.66481 0.37
H -0.24111 -3.49837 -1.47071 0.27
H 6.48398 3.20654 -0.76818 0.36
H 0.20751 2.51251 0.72396 -0.49
H 2.06429 2.93218 0.24609 0.34
H 5.49176 -7.83341 -0.34764 0.37
```

Calculated total energy = -44498.773 eV
2S+1 = 1
Charge = +1
Frontier orbital gap = 6.33 eV

---

No. 4
C34H32FeI2N7O4S2 | ωB97M-V/def2-TZVPD

XYZ file:
```
82
Properties=species:S:1:pos:R:3:mulliken_charge:R:1
I 6.50618 -3.08208 -0.67838 0.08
I 0.97860 -5.28116 -1.06022 0.03
Fe 0.02266 -0.30329 0.11033 -0.12
S -0.12837 -0.54503 -3.39526 0.46
S -0.48088 -1.40229 2.48855 -0.38
O -0.08881 1.89157 1.75795 -0.33
O 0.35989 -2.20082 -0.22457 -0.45
O -3.24952 6.69177 3.05694 -0.64
O 0.32289 -0.07328 -2.03211 -0.45
N -2.55978 0.32383 2.12303 0.60
N -2.04412 -0.64678 0.04608 0.64
N -1.13468 6.12891 2.48161 -0.01
N -2.94693 5.86757 0.96857 -0.03
N -1.63279 0.46931 4.07269 0.24
N 1.92236 -0.17488 0.18334 0.72
N -1.29438 2.79744 -0.04237 0.63
C 3.60417 -3.80862 -0.74848 -0.34
C 0.97181 0.27587 -4.53253 -1.04
C -3.79898 -1.28802 -1.46378 -1.05
C -2.51837 4.78584 0.20977 -0.70
C 2.65616 0.89400 0.39710 -0.47
C 4.45937 -2.76532 -0.51482 -0.39
C 2.53778 -1.36197 -0.09530 0.62
C -0.02384 6.06844 1.59938 0.25
C 2.23671 5.85546 -0.05255 0.69
C -0.36054 1.57320 0.64605 0.41
C 3.93312 -1.48818 -0.17925 0.94
C -1.61267 2.66363 -1.32658 0.07
C -0.74733 0.20654 5.19566 -0.91
C 0.50055 -2.20391 -3.53809 -0.90
C -1.55324 -0.20097 2.90177 -0.01
C -2.47347 -1.20389 -1.09413 -0.52
C 3.45677 5.75192 -0.92489 -1.47
C 1.12470 5.43080 2.05602 -0.33
C -0.03159 6.62899 0.32961 -0.32
C -2.97776 -0.20198 0.88841 0.34
C -2.65974 1.39296 4.04086 -0.73
C -4.33708 -0.22672 0.59771 -0.79
C -2.88886 4.66467 -1.12814 -0.49
C 4.69145 -0.32113 0.06813 -0.69
C -3.24948 1.30394 2.83909 -0.54
C -2.44124 3.60798 -1.90473 -1.14
C 2.23678 5.33236 1.23797 -0.65
C -2.47464 6.26552 2.23337 0.20
C -4.75057 -0.76458 -0.60368 -0.72
C 2.20300 -3.66084 -0.66500 -0.28
C 4.05964 0.85528 0.35679 -1.27
C -1.70786 3.78020 0.73234 -0.15
C 1.08660 6.50774 -0.48323 -0.82
C 1.62745 -2.44848 -0.32972 -0.42
H 3.21013 5.90798 -1.97432 0.37
H 2.12974 1.81312 0.61543 0.87
H 1.14330 5.00180 3.05084 0.37
H 4.62152 1.75734 0.55335 0.51
H -3.53087 5.42065 -1.56503 0.54
H -2.71121 3.53188 -2.94786 0.51
H 0.26465 0.52658 4.95240 0.32
H -4.07290 -1.76651 -2.39263 0.51
H 3.12387 4.83522 1.61368 0.44
H 5.77143 -0.37086 0.02305 0.20
H 1.06441 6.95222 -1.47128 0.40
H 0.00239 -2.80909 -2.78076 0.16
H -3.87655 6.22096 0.79847 0.28
H 0.28432 -2.59021 -4.53452 0.53
H -5.05295 0.13396 1.32095 0.60
H -1.11833 0.75248 6.05874 0.36
H 1.57281 -2.18970 -3.34028 0.30
H 0.58696 0.16445 -5.54554 0.41
H -5.80342 -0.79982 -0.84934 0.46
H -4.05355 1.87407 2.41213 0.49
H 3.93078 4.77463 -0.82762 0.29
H -1.35575 3.73076 1.75380 1.11
H -0.89321 7.18184 -0.01909 0.50
H 0.97390 1.32721 -4.25142 0.38
H -2.87361 2.03927 4.87321 0.49
H 4.19833 6.50291 -0.64604 0.33
H 1.97537 -0.13770 -4.44731 0.30
H -0.73381 -0.85992 5.40656 0.36
H -1.69853 -1.61941 -1.71311 0.39
H -1.18548 1.79810 -1.81881 0.22
H -0.92327 6.25759 3.45994 0.26
H 4.00347 -4.77995 -1.00753 0.36
```

Calculated total energy = -126653.484 eV
2S+1 = 1
Charge = +1
Frontier orbital gap (spin up / spin down) = 6.31 / 6.29 eV